Molecular formula: C41H56GeN8O2PSTi
Method: DFT, ωB97M-V with the def2-TZVPD basis set

```
111
Properties=species:S:1:pos:R:3:forces:R:3
Ti 0.4829 0.7647 0.7761 0.091 -0.871 1.034
C -0.5025 0.2656 3.5441 -0.123 -0.055 -0.008
N -1.0846 -0.2326 2.2802 0.132 0.101 0.241
C -1.0822 -1.7021 2.3674 -0.040 0.046 -0.163
C -2.4742 0.2240 2.1556 0.038 -0.040 -0.066
C -2.5800 1.7276 2.0982 -0.020 0.070 -0.014
N -1.8590 2.3178 0.9639 0.070 -0.047 0.052
C -2.6452 2.1415 -0.2580 -0.007 -0.001 0.004
C -1.7184 3.7554 1.2213 0.033 -0.032 -0.053
H -1.2269 0.1533 4.3636 0.015 0.037 0.018
H -0.1988 1.3110 3.4702 -0.007 0.002 0.008
H 0.3741 -0.3311 3.7751 0.028 0.027 -0.019
H -1.5245 -2.0215 3.3210 -0.024 -0.022 -0.013
H -0.0552 -2.0525 2.2837 -0.004 -0.005 0.027
H -1.6710 -2.1172 1.5521 0.042 -0.024 -0.020
H -3.0666 -0.1442 3.0074 -0.014 0.022 -0.023
H -2.8959 -0.2263 1.2564 0.001 0.015 0.007
H -2.1805 2.1659 3.0135 0.006 -0.012 0.002
H -3.6443 2.0077 2.0495 0.011 -0.002 0.036
H -3.6508 2.5736 -0.1369 -0.006 -0.027 -0.003
H -2.7414 1.0853 -0.5117 -0.004 -0.007 0.001
H -2.1517 2.6452 -1.0863 -0.007 0.015 0.000
H -2.7012 4.2097 1.4156 0.005 0.018 -0.010
H -1.2621 4.2434 0.3643 0.014 0.019 0.000
H -1.0696 3.9153 2.0804 -0.001 0.007 0.003
N 7.6074 3.8880 -0.1149 0.039 -0.025 -0.024
C 6.2414 3.8413 0.1164 0.025 0.003 0.010
C 5.7121 2.9476 1.0509 -0.060 0.017 -0.005
C 4.3460 2.8698 1.2432 0.055 -0.006 -0.018
C 3.4951 3.6861 0.5101 0.122 -0.138 0.227
C 4.0044 4.5714 -0.4303 -0.018 0.045 0.007
C 5.3706 4.6486 -0.6219 -0.010 0.031 -0.041
S 1.7682 3.4439 0.6198 -0.062 -0.110 -0.412
O 1.1216 4.6586 0.2035 0.044 0.001 0.020
O 1.4116 2.8748 1.9201 0.005 0.120 -0.107
N 1.4975 2.1964 -0.3445 -0.219 0.663 -0.334
C 0.8420 2.2018 -1.5260 -0.098 -0.047 -0.277
N -0.0527 1.1801 -1.5807 0.160 -0.167 0.040
C -0.6404 0.9400 -2.7453 -0.015 0.134 -0.017
C -0.4154 1.7426 -3.8521 0.038 -0.050 0.187
C 0.4510 2.8087 -3.6622 -0.046 0.040 -0.145
N 1.0929 3.0484 -2.5252 0.039 0.028 -0.006
H 8.1931 3.5382 0.6245 0.001 -0.012 0.014
H 7.9626 4.7307 -0.5339 -0.022 0.019 0.001
H 6.3713 2.3066 1.6240 0.016 0.002 -0.008
H 3.9336 2.1662 1.9517 -0.025 -0.005 0.009
H 3.3301 5.1858 -1.0122 -0.022 0.000 0.024
H 5.7721 5.3399 -1.3536 0.012 -0.003 0.007
H -1.3345 0.1070 -2.7812 -0.032 -0.019 0.009
H -0.9021 1.5545 -4.7963 0.010 0.014 -0.019
H 0.6471 3.5001 -4.4759 0.030 0.027 0.019
N -0.1143 -1.9905 -0.6724 -0.083 0.172 -0.126
C -0.7168 -3.2296 -0.7309 0.162 -0.004 0.216
C 0.0242 -4.3543 -0.3240 -0.039 0.053 -0.008
C -0.5503 -5.6035 -0.2866 -0.050 -0.059 -0.013
C -1.8834 -5.7892 -0.6611 0.108 0.033 0.034
C -2.6107 -4.6909 -1.0648 -0.070 0.060 -0.097
C -2.0589 -3.4027 -1.1019 -0.090 -0.175 0.117
P -3.0437 -1.9654 -1.6087 0.068 0.088 -0.224
C -4.3013 -1.7714 -0.2982 0.033 0.044 0.071
C -5.1377 -0.6536 -0.3736 0.021 0.026 -0.011
C -6.0372 -0.3666 0.6396 -0.001 -0.023 0.049
C -6.0960 -1.1809 1.7646 -0.016 0.031 -0.007
C -5.2557 -2.2786 1.8617 0.010 -0.020 -0.019
C -4.3640 -2.5733 0.8376 -0.087 -0.064 -0.001
C -3.9856 -2.6518 -3.0262 -0.004 0.031 -0.005
C -5.3502 -2.4544 -3.2109 -0.039 -0.048 0.055
C -5.9817 -2.9098 -4.3614 -0.005 0.004 -0.021
C -5.2579 -3.5619 -5.3465 -0.005 -0.016 0.005
C -3.8936 -3.7578 -5.1748 -0.009 -0.005 -0.005
C -3.2641 -3.3036 -4.0282 0.043 0.003 -0.008
H 0.8937 -1.9707 -0.6550 0.091 0.028 -0.032
H -0.5063 -1.2684 -1.2537 -0.020 -0.012 -0.142
H 1.0591 -4.2166 -0.0340 0.000 0.008 0.006
H 0.0458 -6.4492 0.0335 -0.009 -0.003 -0.004
H -2.3348 -6.7714 -0.6372 0.004 -0.005 -0.009
H -3.6411 -4.8188 -1.3788 -0.006 0.004 0.024
H -5.0711 0.0136 -1.2270 0.017 -0.021 -0.014
H -6.6802 0.5008 0.5597 -0.005 -0.004 0.003
H -6.7897 -0.9543 2.5640 0.003 0.005 0.000
H -5.2883 -2.9118 2.7393 -0.002 0.003 0.003
H -3.7072 -3.4281 0.9334 -0.001 -0.007 -0.015
H -5.9394 -1.9618 -2.4484 0.009 0.000 0.002
H -7.0464 -2.7547 -4.4819 -0.001 -0.008 0.000
H -5.7520 -3.9232 -6.2390 -0.001 0.014 -0.004
H -3.3172 -4.2693 -5.9350 -0.004 -0.002 0.001
H -2.2004 -3.4728 -3.9029 0.000 0.012 0.010
C 5.6008 0.8372 -2.8640 0.023 -0.027 -0.002
C 4.1611 1.3112 -2.6839 -0.045 -0.020 0.197
C 3.2522 0.2365 -2.2786 -0.137 0.131 -0.056
N 2.4870 -0.5599 -1.9662 0.108 -0.191 -0.108
H 6.2354 1.6843 -3.1201 0.009 0.000 0.009
H 5.6753 0.0956 -3.6586 -0.006 -0.001 -0.002
H 5.9781 0.3909 -1.9449 0.004 0.020 0.012
H 3.7614 1.7421 -3.6032 0.031 0.027 0.006
H 4.0975 2.0833 -1.9116 -0.006 0.007 -0.027
C 2.8845 1.1287 4.2823 -0.006 0.096 -0.023
Ge 3.0134 -0.3423 2.9741 -0.098 -0.343 0.020
C 2.6866 -1.9426 4.1073 0.006 -0.048 0.057
C 4.9148 -0.5279 2.4676 0.079 0.059 -0.048
C 1.9180 -0.3423 1.4012 -0.009 0.356 0.019
H 3.7491 1.0509 4.9457 -0.022 0.015 0.032
H 1.9863 1.0131 4.8912 0.009 -0.004 0.018
H 2.8606 2.1273 3.8501 0.003 -0.006 -0.031
H 3.6188 -2.3004 4.5504 0.006 0.012 0.009
H 2.2658 -2.7484 3.5030 0.012 -0.011 0.005
H 1.9964 -1.7320 4.9280 -0.038 -0.002 -0.028
H 5.5772 -0.1944 3.2702 0.008 -0.023 0.005
H 5.1494 0.0316 1.5608 -0.016 0.017 -0.002
H 5.1224 -1.5815 2.2701 0.011 0.002 0.000
H 2.4657 -0.9717 0.6846 -0.146 -0.005 -0.096
```
Positions in Å, forces in eV/Å.

Results
Kohn-Sham gap (alpha / beta) ... 6.359 / 6.408 eV
HOMO (alpha / beta) ... -5.84 / -5.91 eV
ΔE to the lowest compared entry with this formula, charge and spin ... 16.0 kcal/mol
2S+1 ... 2
DFT total energy ... -159196.37465 eV
Expectation value of S² ... 0.785

Molecular formula: C26H41MnN4O2Te
Method: DFT, ωB97M-V with the def2-TZVPD basis set

```
75
Properties=species:S:1:pos:R:3:forces:R:3
Mn -1.6882 1.5171 -1.3276 -0.049 -0.456 -1.191
C -3.6184 -0.8476 -1.2166 -0.064 0.015 0.101
N -2.7217 -0.2542 -2.2267 0.602 0.885 0.521
C -1.7642 -1.2718 -2.6912 0.064 -0.087 0.031
C -3.5158 0.2750 -3.3612 -0.052 0.008 -0.107
C -3.8976 1.7137 -3.1141 -0.139 -0.015 -0.047
N -2.6983 2.5399 -2.8804 -0.014 -0.022 0.516
C -3.1117 3.8666 -2.3650 -0.054 0.026 -0.064
C -1.9510 2.7429 -4.1378 0.116 -0.050 0.015
H -4.1712 -1.6915 -1.6387 0.061 -0.014 -0.048
H -4.3319 -0.1070 -0.8634 0.017 0.015 -0.001
H -3.0325 -1.2038 -0.3692 0.021 0.035 -0.008
H -2.2806 -2.1165 -3.1552 -0.028 0.010 0.011
H -1.1851 -1.6381 -1.8426 -0.028 0.007 -0.002
H -1.0767 -0.8396 -3.4160 -0.046 -0.007 -0.032
H -4.4263 -0.3126 -3.5035 0.064 -0.109 -0.018
H -2.9258 0.1835 -4.2714 0.014 -0.029 -0.001
H -4.5283 1.7823 -2.2271 -0.019 0.059 0.009
H -4.4668 2.0989 -3.9650 -0.052 0.032 0.006
H -3.7199 4.3924 -3.1052 0.031 0.000 -0.037
H -2.2276 4.4662 -2.1532 0.034 0.005 -0.014
H -3.6964 3.7508 -1.4567 0.014 -0.047 0.027
H -2.5902 3.2127 -4.8889 -0.021 0.016 0.014
H -1.5859 1.7971 -4.5315 0.002 -0.004 0.006
H -1.0957 3.3902 -3.9539 -0.006 0.009 0.029
C -2.7169 1.7938 2.3870 -0.102 -0.023 -0.036
C -2.2994 1.6434 0.9661 -0.387 -0.404 0.513
O -3.0895 1.9216 0.0021 0.113 0.374 0.472
N -1.0854 1.2551 0.5448 0.054 -1.790 -0.719
Te 0.2029 0.0034 1.6563 0.763 2.563 1.923
C 0.9236 -1.9460 2.5005 -1.103 -1.066 -0.870
C 2.0422 -1.9051 3.3066 0.247 0.864 -0.201
C 2.8172 -0.6543 3.6578 0.007 -0.181 -0.113
C 2.4572 -3.1401 3.8133 -0.292 -0.162 0.045
C 1.7532 -4.3130 3.5826 -0.004 0.018 0.060
C 2.1782 -5.6152 4.2019 0.004 0.009 -0.188
C 0.5947 -4.2590 2.8007 0.021 -0.013 0.161
C 0.1336 -3.0654 2.2701 0.087 -0.102 -0.323
C -1.1397 -3.0154 1.4699 0.212 0.054 0.031
C 1.8857 0.6210 0.6080 0.019 -0.301 -0.512
C 2.5504 -0.2709 -0.2525 -0.159 -0.041 0.053
C 2.0721 -1.6684 -0.5731 0.121 0.233 -0.016
C 3.7020 0.1789 -0.8872 0.035 -0.027 -0.036
C 4.1850 1.4687 -0.7152 0.006 -0.002 0.013
C 5.4333 1.9325 -1.4075 -0.057 0.034 0.050
C 3.4741 2.3388 0.1137 0.126 -0.027 -0.044
C 2.3269 1.9500 0.7783 -0.191 0.053 0.238
C 1.6024 2.9650 1.6309 0.057 -0.143 -0.114
H -3.6160 2.4013 2.4474 -0.023 -0.028 -0.023
H -1.9175 2.2513 2.9686 0.036 -0.036 0.000
H -2.9294 0.8130 2.8196 -0.017 0.013 0.003
H 2.2594 0.2540 3.4387 0.085 0.062 0.079
H 3.7584 -0.6188 3.1063 -0.044 0.039 -0.045
H 3.0562 -0.6535 4.7199 -0.025 -0.023 0.005
H 3.3442 -3.1564 4.4374 -0.034 0.040 0.012
H 3.0524 -5.4936 4.8371 -0.007 -0.007 -0.005
H 2.4117 -6.3443 3.4240 0.038 -0.005 0.032
H 1.3667 -6.0332 4.7981 0.022 0.023 0.032
H 0.0334 -5.1681 2.6141 -0.026 0.032 0.076
H -1.6527 -3.9738 1.4975 -0.059 0.023 -0.014
H -0.9381 -2.7772 0.4196 0.020 0.011 0.004
H -1.8209 -2.2605 1.8777 -0.039 -0.021 0.012
H 1.0587 -1.8455 -0.2207 -0.029 -0.111 -0.025
H 2.7268 -2.4196 -0.1287 -0.054 -0.017 0.034
H 2.0826 -1.8196 -1.6533 0.034 -0.007 0.011
H 4.2250 -0.4988 -1.5538 -0.003 0.020 0.031
H 5.8654 1.1477 -2.0242 -0.001 0.016 -0.010
H 6.1796 2.2478 -0.6766 -0.004 -0.024 0.001
H 5.2205 2.7984 -2.0365 0.013 -0.027 -0.020
H 3.8414 3.3503 0.2506 -0.032 -0.013 0.007
H 2.2964 3.7035 2.0259 0.019 -0.004 -0.021
H 1.0853 2.5024 2.4713 0.013 0.070 0.049
H 0.8587 3.4923 1.0309 -0.037 0.030 0.038
O 0.7317 1.1236 -2.5951 -0.216 0.194 0.202
N -0.2756 1.3115 -2.0886 0.322 -0.451 -0.568
```
Positions in Å, forces in eV/Å.

Results
Kohn-Sham gap (alpha / beta) ... 5.802 / 5.813 eV
HOMO (alpha / beta) ... -13.94 / -13.95 eV
DFT total energy ... -76278.22191 eV
Charge ... +2

The lowest DFT total energy belongs to which entry? C41H56GeN8O2PSTi

Look up the DFT total energy of the first one. -159196.37465 eV

Among the records above, which one has the highest DFT total energy? C26H41MnN4O2Te

Which of these has the highest DFT total energy? C26H41MnN4O2Te